1.
Formula: C2H3NOS
Source: the OMol25 dataset
Level of theory: wB97M-V/def2-TZVPD

Each line ends with the natural charge from an NBO analysis.
Atoms and positions in Å:
C -2.50717 -0.39187 0.12731  -0.129
C 0.97993 0.69995 -0.10349  0.088
N -1.20184 -0.22706 0.00117  -0.209
O -0.31445 0.80958 0.14006  -0.214
S -4.11724 0.19546 -0.05442  -0.123
H -2.59317 -1.45879 0.35828  0.215
H 1.40025 -0.12029 -0.66040  0.184
H 1.55680 1.51242 0.29293  0.188

Output
- orbital gap (alpha / beta) (eV) = 7.41 / 6.02
- LUMO (alpha / beta) (eV) = -1.02 / -2.16
- total charge = 0

2.
Formula: C2H3NOS
Source: the OMol25 dataset
Level of theory: wB97M-V/def2-TZVPD

Each line ends with the natural charge from an NBO analysis.
Atoms and positions in Å:
C -0.54586 0.32469 -1.15358  0.525
C 0.64353 -0.39131 0.61662  -0.320
N -0.68027 0.07287 0.38290  -0.671
O -1.25904 0.82045 -1.98486  -0.535
S 0.97285 -0.53977 -1.15413  0.220
H 1.20137 0.40579 0.98167  0.190
H 0.70757 -1.27816 1.18297  0.205
H -1.04014 0.58543 1.12841  0.386

Output
- orbital gap (eV) = 10.59
- LUMO (eV) = 0.57
- total charge = 0

3.
Formula: C2H3NOS
Source: the OMol25 dataset
Level of theory: wB97M-V/def2-TZVPD

Each line ends with the natural charge from an NBO analysis.
Atoms and positions in Å:
O 2.31603 -0.83416 0.94641  -0.506
C 1.48721 -0.24457 0.36936  0.566
N 0.08478 -0.37049 0.92187  -0.665
C -1.05410 0.07890 0.27409  -0.067
S -1.33526 0.67179 -1.25531  -0.101
H 1.49078 0.35590 -0.51124  0.159
H 0.05366 -0.97813 1.77765  0.423
H -1.90063 0.13433 0.93343  0.191

Output
- orbital gap (eV) = 8.72
- SMILES = O=CNC=S
- LUMO (eV) = -0.21
- total charge = 0

4.
Formula: C2H3NOS
Source: the OMol25 dataset
Level of theory: wB97M-V/def2-TZVPD

Each line ends with the natural charge from an NBO analysis.
Atoms and positions in Å:
C -1.43906 -0.86504 0.02922  -0.141
C 1.51894 0.78488 -0.02820  0.196
N -0.12771 -0.77730 0.06855  -0.278
O 0.30937 0.49632 0.22466  -0.167
S -2.49622 0.39900 -0.10344  -0.200
H -1.79153 -1.89020 0.03458  0.209
H 2.21057 0.05891 -0.43862  0.189
H 1.81565 1.79342 0.21325  0.191

Output
- orbital gap (alpha / beta) (eV) = 6.43 / 6.43
- LUMO (alpha / beta) (eV) = -1.63 / -1.63
- total charge = 0

5.
Formula: C2H3NOS
Source: the OMol25 dataset
Level of theory: wB97M-V/def2-TZVPD

Each line ends with the natural charge from an NBO analysis.
Atoms and positions in Å:
C 0.15608 -1.68483 0.04288  -0.437
C 0.10846 0.88775 0.23456  -0.195
N 1.38048 -1.26426 0.08433  -0.051
O 1.31100 0.25461 0.27581  -0.377
S -1.15717 -0.52155 0.17794  0.368
H -0.11977 -2.67938 -0.03236  0.229
H -0.05807 1.46772 1.18587  0.234
H -0.08960 1.45074 -0.78235  0.229

Output
- orbital gap (alpha / beta) (eV) = 6.22 / 8.24
- multiplicity = 3
- LUMO (alpha / beta) (eV) = 0.56 / -2.48
- total charge = 0

6.
Formula: C2H3NOS2
Source: the OMol25 dataset
Level of theory: wB97M-V/def2-TZVPD

Each line ends with the natural charge from an NBO analysis.
Atoms and positions in Å:
O -0.74602 -0.24192 -0.97427  -0.492
N 0.02850 -0.02070 0.12098  -0.132
C 1.34914 -0.46461 -0.05788  -0.137
S 1.89288 -1.34267 -1.31870  0.042
C -0.40285 0.72421 1.18757  -0.120
S -1.92965 1.33433 1.19445  -0.086
H -1.60443 0.03189 -0.66895  0.487
H 2.00260 -0.16665 0.77733  0.207
H 0.28090 0.79092 2.04885  0.230

Output
- orbital gap (eV) = 8.04
- SMILES = ON(C=S)C=S
- LUMO (eV) = -1.12
- total charge = 0

7.
Formula: C2H3NOS2
Source: the OMol25 dataset
Level of theory: wB97M-V/def2-TZVPD

Each line ends with the natural charge from an NBO analysis.
Atoms and positions in Å:
S -2.91895 -0.45921 -0.02668  -0.127
C -1.60128 0.51942 0.11575  -0.089
N -0.34712 0.13479 -0.03946  -0.291
O 0.64821 1.10041 0.01096  -0.314
C 1.92856 0.71959 -0.12832  0.018
S 2.57400 -0.76766 0.04445  -0.049
H -1.73268 1.59090 0.26608  0.214
H -0.00967 -0.79512 -0.21822  0.423
H 2.54202 1.65325 -0.06821  0.214

Output
- orbital gap (eV) = 8.28
- SMILES = S=CNOC=S
- LUMO (eV) = -0.57
- total charge = 0

8.
Formula: C2H3NOS2
Source: the OMol25 dataset
Level of theory: wB97M-V/def2-TZVPD

Each line ends with the natural charge from an NBO analysis.
Atoms and positions in Å:
S -2.24919 -0.92943 -0.06488  -0.101
C -1.83242 0.63929 0.12383  -0.108
N -0.66903 1.23289 0.11573  -0.298
O 0.44706 0.72502 -0.47803  -0.342
C 1.21965 -0.05238 0.36456  -0.006
S 2.70874 -0.40898 -0.03179  0.064
H -2.61726 1.38407 0.34376  0.204
H -0.62729 2.23449 -0.01459  0.395
H 0.67517 -0.15573 1.30142  0.192

Output
- orbital gap (eV) = 8.83
- SMILES = S=CNOC=S
- LUMO (eV) = -0.12
- total charge = 0

The evaluated largest force on an atom for the records listed, in turn: 3.530, 3.947, 4.667, 2.582, 8.210, 2.209, 1.743, 2.738 eV/Å.
The evaluated energy above the lowest of the compared OMol25 structures with the same formula, charge and spin for the records listed, in turn: 135.57, 16.56, 11.45, 96.50, 95.04, 57.15, 64.08, 67.90 kcal per mole.